Density functional theory data (the ωB97M-V functional and the def2-TZVPD basis) for C5H10FN in the gas phase at a distorted geometry.

Last column: natural (NBO) charge in e.
CARTESIAN COORDINATES (ANGSTROEM)
C (1.63633, -0.82018, -0.20344)  -0.6153
C (0.23874, -0.20250, -0.09894)  0.0692
C (-0.76018, -1.29955, 0.09510)  0.0460
F (-2.08535, -0.94983, -0.10625)  -0.3712
C (-0.01645, 0.92721, 0.95209)  -0.4118
C (-0.80058, 1.62299, -0.19361)  -0.2161
N (-0.12161, 0.74675, -1.14809)  -0.6263
H (1.67184, -1.69146, -0.86782)  0.2103
H (2.24941, -0.02063, -0.56064)  0.2313
H (2.00490, -1.12136, 0.78548)  0.2116
H (-0.61243, -1.68035, 1.08249)  0.1639
H (-0.58344, -2.18196, -0.57188)  0.1576
H (-0.59512, 0.68350, 1.86111)  0.2063
H (0.87935, 1.47300, 1.25154)  0.2089
H (-0.53663, 2.67225, -0.27721)  0.1842
H (-1.87043, 1.42758, -0.09404)  0.1902
H (-0.69836, 0.41454, -1.90592)  0.3611

As for the gap between HOMO and LUMO: 10.07 eV. The maximum force comes out at 0.0419 hartree/bohr. The value obtained for the energy relative to the best compared isomer or geometry (same formula, charge and spin) is 0.914 eV. The LUMO energy is 1.07 eV. The calculated total energy is -9553.7045 eV. The value obtained for the HOMO energy is -9.0 eV. The SMILES is C[C@@]1(CF)CCN1. Its net charge is 0. As for the molar mass: 103.14 g/mol.


Density functional theory data (the ωB97M-V functional and the def2-TZVPD basis) for C18H13ClN2O2 in the gas phase at a distorted geometry.

Last column: natural (NBO) charge in e.
CARTESIAN COORDINATES (ANGSTROEM)
N (-2.29181, 0.01184, 1.66285)  -0.8025
C (-2.61370, -0.10457, 0.35377)  0.3911
N (-1.78557, -0.14760, -0.62042)  -0.2058
O (-0.41646, -0.03429, -0.25088)  -0.4153
C (0.26944, 0.93704, -0.88125)  0.7760
O (-0.22877, 1.79613, -1.56080)  -0.5626
C (1.72124, 0.83143, -0.58480)  -0.1987
C (2.55074, 1.89277, -1.00698)  -0.1774
C (3.89457, 1.84980, -0.78044)  -0.1757
C (4.48254, 0.74509, -0.12558)  -0.0857
C (5.86915, 0.66732, 0.11742)  -0.1770
C (6.40840, -0.41911, 0.74825)  -0.2050
C (5.58677, -1.47805, 1.16663)  -0.2196
C (4.23889, -1.43321, 0.94717)  -0.1953
C (3.65085, -0.32626, 0.29795)  -0.0004
C (2.26563, -0.25626, 0.05532)  -0.0930
C (-4.02782, -0.30350, -0.02720)  -0.1403
C (-4.31804, -1.25686, -1.00216)  -0.0911
C (-5.61691, -1.49565, -1.40581)  -0.2318
C (-6.65836, -0.77727, -0.84158)  -0.1838
C (-6.39258, 0.18666, 0.11346)  -0.2326
C (-5.08696, 0.42126, 0.51529)  -0.0073
Cl (-4.82537, 1.68793, 1.67360)  0.0020
H (-3.00593, 0.21613, 2.33988)  0.4072
H (-1.34413, 0.26979, 1.88626)  0.4075
H (2.08661, 2.72648, -1.51150)  0.2399
H (4.53214, 2.66060, -1.10244)  0.2122
H (6.49881, 1.48361, -0.20670)  0.2109
H (7.47203, -0.47185, 0.92916)  0.2148
H (6.03102, -2.32846, 1.66280)  0.2149
H (3.60108, -2.24529, 1.26579)  0.2084
H (1.63463, -1.07437, 0.36928)  0.2144
H (-3.49332, -1.79872, -1.43543)  0.2312
H (-5.81801, -2.24011, -2.16050)  0.2203
H (-7.67732, -0.95746, -1.14799)  0.2204
H (-7.19348, 0.76505, 0.54760)  0.2298

As for the gap between HOMO and LUMO: 8.67 eV. The maximum force comes out at 0.0271 hartree/bohr. The value obtained for the energy relative to the best compared isomer or geometry (same formula, charge and spin) is 0.560 eV. The LUMO energy is 0.22 eV. The calculated total energy is -38474.2870 eV. The value obtained for the HOMO energy is -8.4 eV. The SMILES is N/C(=N\OC(=O)c1ccc2ccccc2c1)c1ccccc1Cl. Its net charge is 0. As for the molar mass: 324.77 g/mol.


Density functional theory data (the ωB97M-V functional and the def2-TZVPD basis) for 2 unconnected molecules or ions with the total composition C3H11N3O.

Last column: natural (NBO) charge in e.
CARTESIAN COORDINATES (ANGSTROEM)
C (2.24608, 0.30207, -0.01320)  -0.4244
N (0.99528, 0.10843, -0.70824)  -0.5451
C (0.97623, -0.22391, -1.92414)  0.3009
N (-0.20832, -0.52592, -2.55153)  -0.8059
H (2.53043, -0.63621, 0.47568)  0.1960
H (2.13186, 1.02593, 0.78899)  0.2047
H (3.07457, 0.56787, -0.67626)  0.1767
H (1.86565, -0.32213, -2.55556)  0.1449
H (-1.02580, -0.12891, -2.10790)  0.4040
H (-0.21003, -0.54324, -3.55392)  0.3842
N (-1.77241, -0.93385, 1.94665)  -0.8672
C (-1.58784, 0.49469, 1.91445)  0.0902
O (-1.35939, 1.04442, 0.63330)  -0.7729
H (-2.73304, -1.22276, 1.86424)  0.3593
H (-1.20107, -1.44001, 1.28811)  0.3633
H (-2.49621, 0.96479, 2.28336)  0.1631
H (-0.75080, 0.74654, 2.57408)  0.1363
H (-0.47519, 0.72220, 0.32190)  0.4918

As for the gap between HOMO and LUMO: 9.94 eV. The maximum force comes out at 0.0130 hartree/bohr. The value obtained for the energy relative to the best compared isomer or geometry (same formula, charge and spin) is 1.162 eV. The LUMO energy is 0.94 eV. The calculated total energy is -9806.8397 eV. The value obtained for the HOMO energy is -9.0 eV. The SMILES is C/N=C/N.NCO. Its net charge is 0. As for the molar mass: 105.14 g/mol.


Density functional theory data (the ωB97M-V functional and the def2-TZVPD basis) for C4H4O3 in the gas phase at a distorted geometry.

Last column: natural (NBO) charge in e.
CARTESIAN COORDINATES (ANGSTROEM)
O (-1.88148, 1.29784, 0.98381)  -0.5013
C (-0.83905, 1.43241, 0.38728)  0.3984
C (0.03591, 0.28013, 0.14641)  0.0415
C (-0.28534, -1.18025, 0.33930)  -0.0908
O (0.69146, -1.47756, -0.68567)  -0.5074
C (1.21926, -0.14599, -0.62814)  0.3584
O (0.49173, 0.64921, -1.41393)  -0.4507
H (-0.54305, 2.33636, -0.16311)  0.1479
H (0.13217, -1.58127, 1.28268)  0.2027
H (-1.31009, -1.54257, 0.22745)  0.2056
H (2.28849, -0.06832, -0.47607)  0.1955

As for the gap between HOMO and LUMO: 10.38 eV. The maximum force comes out at 0.0263 hartree/bohr. The value obtained for the energy relative to the best compared isomer or geometry (same formula, charge and spin) is 4.253 eV. The LUMO energy is -0.17 eV. The calculated total energy is -10350.9592 eV. The value obtained for the HOMO energy is -10.6 eV. The SMILES is O=C[C@]12CO[C@H]1O2. Its net charge is 0. As for the molar mass: 100.07 g/mol.


Density functional theory data (the ωB97M-V functional and the def2-TZVPD basis) for a molecular structure, C10H14KO4 at a distorted geometry.

Last column: natural (NBO) charge in e.
CARTESIAN COORDINATES (ANGSTROEM)
K (0.39968, 1.39647, -0.22316)  0.9707
C (-1.81246, 5.52902, 0.78078)  -0.6268
C (-1.39307, 5.14985, -0.62651)  -0.0361
O (-0.68753, 3.94233, -0.75688)  -1.0530
H (-1.13176, 5.43411, 1.62679)  0.1824
H (-2.64345, 4.86893, 1.02943)  0.1766
H (-2.27988, 6.50762, 0.89017)  0.1828
H (-0.83186, 6.01979, -0.96758)  0.0993
H (-2.33675, 5.17862, -1.17124)  0.1058
C (-3.61228, -2.00462, -1.13561)  -0.6349
C (-2.65087, -1.33554, -0.15963)  -0.1470
O (-2.13831, -0.11140, -0.60114)  -0.2794
H (-4.57233, -1.49805, -1.23443)  0.2224
H (-3.86202, -2.93685, -0.62898)  0.2051
H (-3.22588, -2.27564, -2.11813)  0.2177
H (-1.78599, -1.99162, -0.06143)  0.2086
H (-3.19225, -1.27748, 0.78465)  0.2034
C (4.10451, -2.07036, 1.26189)  -0.1795
C (3.44054, -1.23071, 0.42355)  -0.2758
C (2.39685, -1.56923, -0.48785)  0.4877
O (1.82189, -0.77141, -1.23737)  -0.5383
C (2.09658, -3.02383, -0.37292)  -0.2339
C (2.83025, -3.86125, 0.34328)  -0.2227
C (3.86961, -3.55246, 1.32513)  0.4668
O (4.39836, -4.28363, 2.20298)  -0.4369
H (5.01772, -1.63104, 1.63532)  0.2374
H (3.78854, -0.21565, 0.30118)  0.2284
H (1.41274, -3.47821, -1.07455)  0.2355
H (2.57944, -4.90777, 0.25227)  0.2338

As for the gap between HOMO and LUMO (spin up / spin down): 2.65 / 2.59 eV. The maximum force comes out at 0.0804 hartree/bohr. The spin multiplicity is 2. The LUMO energy (spin up / spin down) is -3.20 / -3.20 eV. The calculated total energy is -35106.2953 eV. Its expectation value of S² is 0.7539. The value obtained for the HOMO energy (spin up / spin down) is -5.8 / -5.8 eV. Its net charge is 0. As for the molar mass: 237.32 g/mol.


Copy entry 3 word for word.
Density functional theory data (the ωB97M-V functional and the def2-TZVPD basis) for 2 unconnected molecules or ions with the total composition C3H11N3O.

Last column: natural (NBO) charge in e.
CARTESIAN COORDINATES (ANGSTROEM)
C (2.24608, 0.30207, -0.01320)  -0.4244
N (0.99528, 0.10843, -0.70824)  -0.5451
C (0.97623, -0.22391, -1.92414)  0.3009
N (-0.20832, -0.52592, -2.55153)  -0.8059
H (2.53043, -0.63621, 0.47568)  0.1960
H (2.13186, 1.02593, 0.78899)  0.2047
H (3.07457, 0.56787, -0.67626)  0.1767
H (1.86565, -0.32213, -2.55556)  0.1449
H (-1.02580, -0.12891, -2.10790)  0.4040
H (-0.21003, -0.54324, -3.55392)  0.3842
N (-1.77241, -0.93385, 1.94665)  -0.8672
C (-1.58784, 0.49469, 1.91445)  0.0902
O (-1.35939, 1.04442, 0.63330)  -0.7729
H (-2.73304, -1.22276, 1.86424)  0.3593
H (-1.20107, -1.44001, 1.28811)  0.3633
H (-2.49621, 0.96479, 2.28336)  0.1631
H (-0.75080, 0.74654, 2.57408)  0.1363
H (-0.47519, 0.72220, 0.32190)  0.4918

As for the gap between HOMO and LUMO: 9.94 eV. The maximum force comes out at 0.0130 hartree/bohr. The value obtained for the energy relative to the best compared isomer or geometry (same formula, charge and spin) is 1.162 eV. The LUMO energy is 0.94 eV. The calculated total energy is -9806.8397 eV. The value obtained for the HOMO energy is -9.0 eV. The SMILES is C/N=C/N.NCO. Its net charge is 0. As for the molar mass: 105.14 g/mol.


What did the third record say?
Density functional theory data (the ωB97M-V functional and the def2-TZVPD basis) for 2 unconnected molecules or ions with the total composition C3H11N3O.

Last column: natural (NBO) charge in e.
CARTESIAN COORDINATES (ANGSTROEM)
C (2.24608, 0.30207, -0.01320)  -0.4244
N (0.99528, 0.10843, -0.70824)  -0.5451
C (0.97623, -0.22391, -1.92414)  0.3009
N (-0.20832, -0.52592, -2.55153)  -0.8059
H (2.53043, -0.63621, 0.47568)  0.1960
H (2.13186, 1.02593, 0.78899)  0.2047
H (3.07457, 0.56787, -0.67626)  0.1767
H (1.86565, -0.32213, -2.55556)  0.1449
H (-1.02580, -0.12891, -2.10790)  0.4040
H (-0.21003, -0.54324, -3.55392)  0.3842
N (-1.77241, -0.93385, 1.94665)  -0.8672
C (-1.58784, 0.49469, 1.91445)  0.0902
O (-1.35939, 1.04442, 0.63330)  -0.7729
H (-2.73304, -1.22276, 1.86424)  0.3593
H (-1.20107, -1.44001, 1.28811)  0.3633
H (-2.49621, 0.96479, 2.28336)  0.1631
H (-0.75080, 0.74654, 2.57408)  0.1363
H (-0.47519, 0.72220, 0.32190)  0.4918

As for the gap between HOMO and LUMO: 9.94 eV. The maximum force comes out at 0.0130 hartree/bohr. The value obtained for the energy relative to the best compared isomer or geometry (same formula, charge and spin) is 1.162 eV. The LUMO energy is 0.94 eV. The calculated total energy is -9806.8397 eV. The value obtained for the HOMO energy is -9.0 eV. The SMILES is C/N=C/N.NCO. Its net charge is 0. As for the molar mass: 105.14 g/mol.